C21H48BaCuN3O15Sr as an isolated structure at a distorted geometry, computed with ωB97M-V with the def2-TZVPD basis set.

Summary:
**E_LUMO**: -6.875 eV
**E**: -103895.3752 eV
**Orbital gap**: 5.10 eV
**Net charge**: +2

CARTESIAN COORDINATES (ANGSTROEM)
1 Ba -4.3068 0.2225 -0.8608
2 Sr 0.1125 3.9027 -3.5822
3 Cu -2.9698 2.1958 -4.1089
4 O -2.3920 -5.0479 1.9580
5 O 2.2786 3.1281 0.9367
6 O -2.5991 5.8762 -4.2571
7 O 0.9716 7.1685 5.2216
8 O -4.6700 -2.2333 -2.0846
9 O -1.1597 0.0144 2.2855
10 O -4.1552 4.5089 -5.1152
11 O -2.2595 0.4756 -2.6751
12 O -2.7940 1.2808 1.3301
13 O -0.2296 0.7381 -1.7287
14 O -2.2764 3.6853 -4.3055
15 O 4.6110 -1.5589 -2.7533
16 O -0.8021 1.6665 -3.6813
17 O 3.2882 -5.4458 0.0323
18 O -1.8293 -0.3743 0.2046
19 N 3.3801 -1.7575 -0.0925
20 N 2.2355 6.0178 2.0013
21 N -4.7876 -2.5375 0.6098
22 C -5.2640 -3.4800 -1.6486
23 C 2.9065 -3.1212 0.1609
24 C -1.0835 0.9091 -2.7004
25 C 0.9447 6.8251 3.8674
26 C 2.0750 1.7527 1.2700
27 C 3.2958 5.2228 1.4525
28 C 3.3006 3.7275 1.7543
29 C -5.7719 -3.2332 -0.2496
30 C 2.8680 -1.0452 -1.2593
31 C -0.2398 7.7666 5.6259
32 C -1.9239 -4.3512 3.0962
33 C 2.1931 6.0603 3.4690
34 C 3.8247 -4.1970 -0.3958
35 C 3.2211 -1.6314 -2.5968
36 C 5.0656 -2.2783 -3.8802
37 C -3.6360 -4.6438 1.4339
38 C -3.5363 -3.2745 0.8188
39 C 4.0990 -6.5290 -0.3319
40 C -4.3756 -2.1946 -3.4807
41 C -2.9769 4.7589 -4.5433
42 C -1.9967 0.3212 1.2951
43 H -0.8838 -4.0513 2.9638
44 H -3.6357 -1.3964 -3.5879
45 H -4.5164 5.3664 -5.3890
46 H 0.8814 7.7174 3.2234
47 H -0.1336 8.1453 6.6384
48 H 3.9338 -6.8201 -1.3829
49 H -2.8564 -3.2364 -0.0357
50 H -2.5340 -3.4937 3.4016
51 H 4.2676 3.3311 1.4150
52 H -4.3977 -4.6771 2.2296
53 H -0.5026 8.5896 4.9526
54 H 1.3426 5.6660 1.6692
55 H 1.7987 -0.8857 -1.1272
56 H 2.9988 1.1893 1.4040
57 H -0.6455 -0.7383 1.9600
58 H -2.9871 -2.6640 1.5441
59 H -3.7809 -3.0743 -3.7537
60 H 3.1381 3.4576 2.7987
61 H 4.2747 5.6435 1.7048
62 H 2.7486 -1.0013 -3.3801
63 H 1.9347 -3.1802 -0.3367
64 H 3.3103 5.2835 0.3562
65 H -3.8830 -5.4249 0.7130
66 H 3.8898 -7.3768 0.3146
67 H 4.5780 -1.9316 -4.7944
68 H 1.4050 1.6870 2.1319
69 H 2.2060 5.0607 3.9150
70 H -6.0845 -4.1808 0.2131
71 H -1.9332 -5.0017 3.9829
72 H 4.8343 -3.3440 -3.7436
73 H 4.8162 -4.0697 0.0486
74 H 4.3570 -1.5770 0.0707
75 H 2.8381 -2.6532 -2.7331
76 H -6.6977 -2.6455 -0.2325
77 H 1.5582 1.3190 0.4082
78 H -5.1842 -2.3825 1.5300
79 H 3.8030 -4.1943 -1.4894
80 H 0.0434 6.2257 3.6291
81 H -5.2540 -2.1314 -4.1194
82 H 3.0642 6.6284 3.8037
83 H 3.4187 -0.0970 -1.2185
84 H -1.0460 7.0204 5.6411
85 H -0.7101 0.2906 -0.9690
86 H 2.7983 -3.2272 1.2393
87 H -6.0707 -3.7364 -2.3309
88 H 5.1787 -6.3282 -0.2809
89 H -4.4612 -4.2202 -1.6096
90 H 6.1447 -2.1713 -3.8799